A cluster of 2 separate species, CH5O2P in total. Source: the Open Molecules 2025 dataset; level of theory: the ωB97M-V functional and the def2-TZVPD basis.

Last column: Mulliken charge in e.
Positions of all 9 atoms, in Å:
P  1.496604  -0.665179  -0.158747  0.1460
O  1.426705  0.962108  0.258248  -0.5098
O  -1.425679  0.436556  0.461523  -0.4627
C  -1.102027  -0.545047  -0.431295  -0.4827
H  2.043130  1.432863  -0.269211  0.3131
H  0.935427  -0.960843  1.133523  0.0492
H  -1.364944  -0.215445  -1.403880  0.2866
H  -1.298333  -1.599118  -0.054784  0.2944
H  -0.710887  1.154103  0.464624  0.3659

Atomic forces in eV per Å
-3.518 0.429 0.681
-0.439 -0.529 0.435
1.363 1.004 0.679
2.416 -1.083 1.538
0.794 0.931 -0.760
0.550 -0.511 -0.403
0.059 -0.553 -1.244
-0.111 1.568 -0.756
-1.113 -1.256 -0.171

Output
* LUMO: 0.30 eV
* gap between HOMO and LUMO: 8.3 eV
* HOMO level: -8.0 eV

***

The molecule C6H12O. Source: the Open Molecules 2025 dataset; level of theory: the ωB97M-V functional and the def2-TZVPD basis.

Last column: Mulliken charge in e.
Positions of all 19 atoms, in Å:
O  -0.337148  1.518906  -0.518386  -0.4022
C  -0.179946  0.250557  -2.566338  -1.4766
C  -0.707655  0.289068  -1.141101  0.5198
C  0.805821  -0.836306  2.113161  -1.5748
C  0.005503  1.316950  0.848741  -0.6029
C  -0.196813  -0.179806  1.172769  0.6139
C  -0.132198  -0.791058  -0.235355  -1.0097
H  -1.208405  -0.310524  1.577631  0.2780
H  -1.808792  0.220766  -1.168505  0.2105
H  1.840859  -0.624791  1.817512  0.3819
H  0.674760  -1.922381  2.076099  0.3517
H  -0.647096  -1.754962  -0.316856  0.4160
H  0.912959  0.325300  -2.578616  0.3629
H  -0.586102  1.073280  -3.161525  0.3503
H  0.918999  -0.960544  -0.504048  0.3069
H  1.046480  1.631424  1.008142  0.2845
H  -0.616739  1.972672  1.472274  0.2518
H  0.680728  -0.527330  3.153408  0.3867
H  -0.465214  -0.691221  -3.049006  0.3512

Atomic forces in eV per Å
0.053 0.051 -0.053
-0.007 0.031 -0.031
-0.034 -0.210 -0.081
0.063 0.037 0.075
0.093 0.014 0.404
-0.102 0.038 -0.441
0.044 -0.099 0.027
0.104 -0.033 -0.083
0.148 0.006 0.071
-0.182 0.040 -0.023
0.012 0.093 0.071
0.002 0.201 0.027
-0.148 0.006 0.071
0.029 -0.079 0.106
-0.066 0.041 0.023
-0.046 -0.152 -0.098
0.021 -0.167 -0.080
0.002 0.059 -0.069
0.012 0.121 0.082

Output
* structure (SMILES): C[C@H]1CO[C@@H](C)C1
* LUMO: 1.14 eV
* gap between HOMO and LUMO: 10.6 eV
* HOMO level: -9.4 eV

***

The ion C2H9N2S2 with charge +1. Source: the Open Molecules 2025 dataset; level of theory: the ωB97M-V functional and the def2-TZVPD basis.

Last column: Mulliken charge in e.
Positions of all 15 atoms, in Å:
S  2.698455  1.403628  0.075559  -0.0960
S  2.074079  -1.460573  -0.456111  -0.1304
N  -2.232943  0.035334  -0.215003  -0.2770
N  1.584348  0.091614  0.179534  -0.2298
C  -0.870045  -0.370272  0.245991  -0.5442
C  0.172328  0.466361  -0.462230  -0.7807
H  -2.355110  -0.200474  -1.209913  0.3650
H  -2.335383  1.055479  -0.111419  0.3601
H  3.137614  1.238903  1.328716  0.1638
H  -0.712650  -1.426614  0.023520  0.3765
H  0.052453  1.532461  -0.269540  0.5277
H  0.212849  0.274455  -1.531960  0.3939
H  -0.795834  -0.225629  1.324173  0.3299
H  -2.971494  -0.430226  0.329214  0.3671
H  2.341329  -1.984447  0.749475  0.1741

Atomic forces in eV per Å
0.001 -0.243 -0.033
0.095 0.455 0.288
-0.291 0.124 -0.118
-2.546 0.115 -1.403
0.801 -0.213 0.199
2.583 -0.369 1.304
-0.101 0.111 0.304
-0.171 -0.340 -0.060
0.075 0.192 0.090
-0.194 0.058 0.015
-0.092 0.006 -0.024
-0.140 0.021 -0.188
-0.176 0.068 -0.090
0.155 0.163 -0.225
0.000 -0.147 -0.058

Output
* structure (SMILES): [NH3+]CCN(S)S
* LUMO: -4.00 eV
* gap between HOMO and LUMO: 8.4 eV
* charge: +1
* HOMO level: -12.4 eV

***

no.,maximum force (eV Å⁻¹)
1,3.61
2,0.45
3,2.92